Formula: C27H30BN5NbO9S
Source: the Open Molecules 2025 dataset
Level of theory: ωB97M-V with the def2-TZVPD basis set

E_HOMO (eV): -4.50
Charge: -1

Each line ends with the Mulliken charge.
Atoms and positions in Å:
C (0.936, -3.370, 3.501)  -0.865
C (2.196, -2.616, 3.018)  -0.283
B (2.853, -3.406, 1.801)  0.526
O (4.124, -3.953, 1.985)  -0.436
Nb (1.808, -3.651, -0.323)  -0.793
N (3.424, -4.600, -1.360)  -0.751
C (3.104, -5.660, -1.811)  0.648
S (2.915, -7.079, -2.526)  -0.387
H (0.663, -3.096, 4.522)  0.310
H (0.095, -3.143, 2.845)  0.114
H (1.084, -4.451, 3.444)  0.320
H (2.919, -2.557, 3.844)  0.210
H (1.938, -1.603, 2.702)  -0.048
H (4.125, -4.705, 2.588)  0.285
H (2.350, -1.948, -0.812)  -0.059
H (0.491, -4.012, -1.581)  -0.035
H (1.287, -5.215, 0.533)  -0.066
H (0.444, -2.795, 0.491)  0.317
C (-1.583, 2.736, 5.256)  -0.494
C (-0.464, 3.152, 4.547)  -0.500
C (0.023, 2.380, 3.503)  -0.413
C (-0.624, 1.199, 3.193)  -0.187
C (-1.733, 0.760, 3.891)  -0.066
C (-2.214, 1.542, 4.930)  -0.582
N (-0.115, 0.388, 2.070)  1.143
O (0.858, 0.804, 1.478)  -0.602
O (-0.710, -0.637, 1.800)  -0.537
H (-1.962, 3.345, 6.068)  0.456
H (0.028, 4.079, 4.804)  0.425
H (0.891, 2.687, 2.940)  0.483
H (-2.208, -0.173, 3.625)  0.497
H (-3.082, 1.216, 5.487)  0.399
C (5.384, -5.194, -5.012)  -0.467
C (5.432, -4.030, -5.768)  -0.476
C (5.417, -4.097, -7.152)  -0.328
C (5.352, -5.341, -7.754)  0.142
C (5.302, -6.514, -7.021)  -0.333
C (5.321, -6.432, -5.638)  -0.423
N (5.329, -5.420, -9.223)  0.996
O (5.392, -4.379, -9.850)  -0.614
O (5.246, -6.521, -9.733)  -0.613
H (5.384, -5.138, -3.931)  0.432
H (5.475, -3.068, -5.278)  0.387
H (5.452, -3.202, -7.754)  0.435
H (5.248, -7.468, -7.522)  0.433
H (5.275, -7.333, -5.042)  0.394
C (-4.788, 6.843, 1.309)  -0.437
C (-3.402, 6.874, 1.392)  -0.478
C (-2.778, 6.844, 2.627)  -0.276
C (-3.564, 6.774, 3.764)  0.103
C (-4.944, 6.736, 3.706)  -0.419
C (-5.555, 6.781, 2.463)  -0.423
N (-2.911, 6.735, 5.081)  1.066
O (-1.700, 6.830, 5.118)  -0.613
O (-3.619, 6.621, 6.064)  -0.623
H (-5.270, 6.861, 0.341)  0.391
H (-2.806, 6.916, 0.490)  0.406
H (-1.702, 6.869, 2.708)  0.451
H (-5.527, 6.683, 4.613)  0.459
H (-6.634, 6.761, 2.397)  0.376
C (-2.331, 0.033, -2.105)  -0.894
C (-2.230, 0.440, -0.781)  -0.288
C (-2.796, 1.640, -0.379)  -0.282
C (-3.461, 2.409, -1.319)  0.019
C (-3.563, 2.028, -2.645)  -0.532
C (-2.990, 0.829, -3.034)  -0.302
N (-4.101, 3.662, -0.893)  1.058
O (-4.029, 3.981, 0.279)  -0.565
O (-4.696, 4.313, -1.734)  -0.641
H (-1.884, -0.905, -2.409)  0.478
H (-1.714, -0.171, -0.056)  0.568
H (-2.731, 1.967, 0.648)  0.585
H (-4.085, 2.653, -3.355)  0.443
H (-3.060, 0.512, -4.066)  0.373

Formula: C4H5NO
Source: the Open Molecules 2025 dataset
Level of theory: ωB97M-V with the def2-TZVPD basis set

E_HOMO (eV): -8.96
ΔE to the lowest compared entry with this formula, charge and spin (kJ/mol): 428.0
Charge: 0

Each line ends with the Mulliken charge.
Atoms and positions in Å:
O (1.383, 0.137, 1.856)  -0.568
C (0.638, -0.019, 0.916)  0.543
C (0.932, -0.582, -0.423)  -0.906
C (-0.542, 0.623, -0.800)  -0.193
N (-1.618, -0.003, -0.190)  -0.465
C (-0.651, 0.719, 0.666)  -0.172
H (2.011, -0.545, -0.690)  0.309
H (0.494, -1.513, -0.770)  0.304
H (0.049, 0.662, -1.668)  0.472
H (-1.641, -1.021, -0.189)  0.267
H (-1.024, 1.518, 1.296)  0.409

Formula: C5H8FNiO4
Source: the Open Molecules 2025 dataset
Level of theory: ωB97M-V with the def2-TZVPD basis set

E_HOMO (alpha / beta) (eV): -14.54 / -14.54
ΔE to the lowest compared entry with this formula, charge and spin (kJ/mol): 285.6
2S+1: 3
Charge: +1

Each line ends with the Mulliken charge.
Atoms and positions in Å:
C (-0.316, -0.156, 1.985)  -0.314
O (-0.545, -0.095, 0.571)  -0.371
C (0.046, 1.211, 2.514)  -1.065
H (-1.238, -0.527, 2.453)  0.309
H (0.485, -0.884, 2.181)  0.343
H (0.200, 1.144, 3.599)  0.379
H (0.973, 1.585, 2.059)  0.266
H (-0.761, 1.930, 2.320)  0.298
C (-0.261, 0.652, -1.551)  1.290
O (-0.391, -0.939, -1.579)  -0.488
C (0.294, -1.143, -0.358)  -0.102
C (1.561, -0.324, -0.630)  -0.317
O (1.048, 0.786, -1.395)  -0.234
O (-0.867, 1.026, -2.549)  -0.695
F (-2.974, -0.887, -4.896)  -0.609
H (0.229, -2.178, -0.007)  0.448
H (2.014, 0.037, 0.299)  0.284
H (2.287, -0.872, -1.241)  0.304
Ni (-1.784, -0.366, -3.777)  1.273

Formula: C4H14FN2O2PRh
Source: the Open Molecules 2025 dataset
Level of theory: ωB97M-V with the def2-TZVPD basis set

E_HOMO (alpha / beta) (eV): -13.13 / -14.52
ΔE to the lowest compared entry with this formula, charge and spin (kJ/mol): 0.0
2S+1: 5
Charge: +1

Each line ends with the Mulliken charge.
Atoms and positions in Å:
Rh (-1.361, 0.298, -0.092)  0.365
F (-2.152, 1.981, -0.801)  -0.684
N (-0.761, -2.089, -1.958)  -0.478
N (-1.801, -1.084, -1.716)  -0.417
H (-0.760, -2.280, -2.982)  0.280
H (-1.135, -2.968, -1.565)  0.279
H (-2.663, -1.512, -1.383)  0.383
H (-1.995, -0.576, -2.593)  0.344
O (-1.494, -0.062, 2.224)  -0.517
C (-2.360, -0.925, 1.975)  0.340
O (-2.800, -1.302, 0.858)  -0.530
H (-2.821, -1.407, 2.857)  0.410
C (2.098, -0.697, 0.414)  -1.188
P (0.914, 0.709, 0.250)  1.369
C (1.742, 1.752, -1.001)  -1.158
C (1.178, 1.652, 1.783)  -1.204
H (3.077, -0.335, 0.696)  0.408
H (2.131, -1.176, -0.566)  0.368
H (1.713, -1.408, 1.140)  0.363
H (2.768, 2.018, -0.715)  0.381
H (1.154, 2.665, -1.146)  0.383
H (1.736, 1.213, -1.952)  0.360
H (2.233, 1.916, 1.894)  0.392
H (0.816, 1.072, 2.632)  0.373
H (0.544, 2.543, 1.747)  0.379